This record from the Open Molecules 2025 dataset describes a structure of composition C28H49N2OP3SeTc. The level of theory is ωB97M-V/def2-TZVPD.

```
85
Properties=species:S:1:pos:R:3:mulliken_spin:R:1
Tc -0.128 -0.327 -0.425 1.87
P 0.375 1.782 0.670 -0.13
P -2.163 0.707 -0.697 -0.09
P 2.142 0.020 -0.990 0.03
H -1.455 -3.394 -5.461 0.00
C -0.805 -4.013 -4.845 0.00
C -0.450 -3.713 -3.559 -0.01
H -0.832 -2.850 -2.915 0.02
C 0.564 3.446 -0.131 0.01
C -0.876 2.190 1.937 0.02
C 1.864 1.852 1.753 -0.01
C -2.954 -0.171 -2.087 0.01
C -3.391 0.413 0.645 0.03
C -2.673 2.443 -1.137 0.01
C 2.636 -1.032 -2.391 0.00
C 3.260 -0.685 0.295 0.00
C 3.083 1.563 -1.394 0.02
H -0.541 -5.112 -5.188 0.00
H 0.193 -4.464 -3.065 0.00
H 0.577 4.159 0.699 0.00
H -0.305 3.659 -0.778 0.00
H 1.516 3.491 -0.680 -0.01
H -0.451 3.074 2.434 0.00
H -0.965 1.358 2.657 0.00
H -1.836 2.451 1.465 0.00
H 1.683 2.715 2.410 0.00
H 2.773 2.035 1.161 0.00
H 1.936 0.938 2.366 0.01
H -4.027 0.080 -2.126 0.00
H -2.827 -1.256 -1.936 -0.02
H -2.446 0.143 -3.010 0.00
H -4.268 1.050 0.462 0.00
H -2.973 0.655 1.627 0.00
H -3.693 -0.642 0.644 0.00
H -3.773 2.464 -1.190 0.00
H -2.243 2.727 -2.115 0.01
H -2.357 3.170 -0.379 0.00
H 3.735 -0.982 -2.457 0.00
H 2.172 -0.662 -3.315 -0.01
H 2.326 -2.070 -2.191 0.00
H 4.247 -0.778 -0.173 0.00
H 2.895 -1.675 0.603 0.00
H 3.338 -0.028 1.166 0.00
H 4.137 1.268 -1.497 0.00
H 3.013 2.325 -0.609 0.01
H 2.706 1.980 -2.342 0.00
C 0.471 1.822 -4.811 0.22
C 0.096 0.461 -4.844 -0.02
C 0.154 -0.188 -6.093 0.07
C 0.690 0.551 -7.171 0.21
C 1.085 1.906 -7.111 0.03
C 0.988 2.562 -5.892 0.04
Se 0.186 2.786 -3.201 0.39
H 0.078 1.649 -2.169 0.05
H -0.208 0.083 -3.846 0.04
H -0.226 -1.208 -6.281 0.02
H 0.780 0.046 -8.130 0.00
H 1.438 2.448 -7.999 0.00
H 1.284 3.611 -5.772 0.00
C -1.459 -1.951 5.710 0.00
N -1.478 -1.992 4.252 0.00
N -0.423 -1.666 3.472 0.01
C -0.788 -1.874 2.160 0.02
O -0.109 -1.371 1.182 0.17
C -2.067 -2.477 2.182 -0.01
C -2.501 -2.439 3.492 0.00
C -3.820 -2.743 4.084 0.00
C 0.756 -0.998 3.968 -0.01
C 2.035 -1.480 3.659 0.00
C 3.150 -0.895 4.249 0.00
C 3.028 0.199 5.094 0.00
C 1.748 0.701 5.364 0.00
C 0.606 0.124 4.791 0.00
H -2.210 -1.227 6.039 0.00
H -0.464 -1.716 6.104 0.00
H -1.766 -2.945 6.029 0.00
H -2.566 -2.753 1.265 -0.01
H -3.815 -3.635 4.733 0.00
H -4.253 -1.932 4.688 0.00
H -4.508 -2.918 3.242 0.00
H 2.096 -2.371 3.038 0.00
H 4.131 -1.286 4.054 0.00
H 3.888 0.716 5.514 0.00
H 1.625 1.573 6.027 0.00
H -0.390 0.525 5.014 0.00
```

Calculated values
<S²> ... 3.79
Relative energy (zero: lowest compared OMol25 entry of this formula, charge and spin) ... 40.5 kcal per mole
Spin multiplicity ... 4
Highest occupied orbital energy (spin up / spin down) ... -18.655 / -18.654 eV
Gap between HOMO and LUMO (spin up / spin down) ... 5.46 / 4.46 eV
Net charge ... +4